Entry 1:
Here is a cluster of 3 separate species, C6H14O2 in total in a non-equilibrium geometry from the OMol25 dataset. Energies are from wB97M-V/def2-TZVPD.

**LUMO**: 0.02992 Ha
**Charge**: 0
**SMILES**: C=CC=C(C)C.O.O
**ΔE to the lowest compared entry with this formula, charge and spin**: 42.5 kcal/mol
**Frontier orbital gap**: 9.3 eV
**Highest occupied orbital energy**: -8.47 eV
**Spin multiplicity**: 1

Structure (XYZ):
```
22
Properties=species:S:1:pos:R:3:forces:R:3
O 2.332094 -2.564119 0.691361 0.038 -0.482 0.277
O 2.686982 -1.246576 -1.830916 -0.039 0.232 -0.222
C -1.290361 0.670772 0.857562 -0.851 0.154 0.073
C -1.461003 0.933614 2.321105 0.525 0.137 0.028
C -0.174691 0.977234 0.188370 -0.693 -0.433 0.421
C 0.965782 1.332717 -1.948855 -0.824 0.263 -0.430
C 0.001671 0.741487 -1.238532 0.717 0.347 0.171
C -2.500602 0.007109 0.224040 1.373 -0.715 -0.109
H -2.143878 -1.012626 0.074988 -0.284 -0.403 -0.162
H -2.160040 1.750478 2.504303 -0.114 -0.020 -0.023
H 3.177968 -2.996730 0.520995 -0.041 0.192 -0.024
H 1.822112 -0.861058 -2.019362 0.093 -0.103 -0.124
H 1.647719 2.052719 -1.516720 0.082 -0.073 0.065
H -2.711268 0.373547 -0.773518 -0.442 0.277 0.055
H 0.608162 1.431264 0.777782 0.359 0.144 -0.246
H -0.513388 1.180936 2.783262 0.224 0.231 0.110
H -1.822187 0.052997 2.841244 -0.258 -0.219 0.023
H -0.653815 0.041052 -1.743309 -0.212 0.134 0.048
H -3.354409 -0.089092 0.885417 -0.172 0.471 -0.099
H 1.695466 -3.250613 0.453205 -0.001 0.275 -0.007
H 2.914548 -0.775685 -1.022607 0.099 -0.237 0.126
H 0.933142 1.250572 -3.029814 0.418 -0.173 0.049
```
Positions in Å, forces in eV/Å.

Atom charges from the Mulliken analysis, given in e for atoms 1 to 6: -0.62, -0.66, 1.10, -1.45, -0.49, -1.05

Entry 2:
Here is a cluster of 3 separate species, C6H14O2 in total in a non-equilibrium geometry from the OMol25 dataset. Energies are from wB97M-V/def2-TZVPD.

**LUMO**: 0.02757 Ha
**Charge**: 0
**SMILES**: C=CCC(=C)C.O.O
**ΔE to the lowest compared entry with this formula, charge and spin**: 92.9 kcal/mol
**Frontier orbital gap**: 10.5 eV
**Highest occupied orbital energy**: -9.74 eV
**Spin multiplicity**: 1

Structure (XYZ):
```
22
Properties=species:S:1:pos:R:3:forces:R:3
O -2.261086 1.364737 0.695291 -0.602 0.322 0.866
O -0.438608 -1.191111 2.918377 -1.637 7.791 -3.309
C 0.646747 2.601636 -0.939845 -0.244 1.343 0.974
C 1.586205 -1.686087 0.165173 -0.123 -0.505 -0.680
C 0.679263 -1.066662 -0.572479 -1.829 1.372 -0.941
C 0.125785 1.410372 -1.014240 0.489 -2.049 -1.011
C 1.082355 0.286635 -1.192963 1.006 -1.195 2.031
C -0.723524 -1.605797 -1.059217 2.110 -1.759 -2.383
H -1.451913 -1.894388 -0.373905 -0.606 -0.662 2.083
H 0.152844 3.452020 -0.662956 -2.951 1.898 0.140
H -0.924488 1.059213 -1.053446 0.607 1.214 0.061
H -1.320937 1.263922 0.768528 0.893 -0.165 -0.286
H -0.441421 -2.619251 -1.648104 -0.884 2.328 1.060
H -1.395496 -0.984231 -1.708006 1.494 -0.039 0.076
H 1.309592 0.042636 -2.186400 -0.056 -0.063 -1.939
H 1.599321 3.066622 -0.843467 1.883 -1.559 -0.486
H 0.014056 -0.760130 2.062725 -1.538 -1.417 2.809
H 1.499043 -2.701201 0.483591 -0.301 -0.516 0.393
H 2.071624 0.572241 -0.765299 -0.664 -0.142 -0.206
H 2.579645 -1.281629 0.164285 0.295 0.313 0.503
H -0.037950 -1.957042 2.952271 3.212 -6.412 0.463
H -2.437360 1.711637 1.582272 -0.555 -0.098 -0.219
```
Positions in Å, forces in eV/Å.

Atom charges from the Mulliken analysis, given in e for atoms 1 to 6: -0.59, -0.63, -1.13, -1.03, 0.67, -0.32

Entry 3:
Here is a cluster of 3 separate species, C6H14O2 in total in a non-equilibrium geometry from the OMol25 dataset. Energies are from wB97M-V/def2-TZVPD.

**LUMO (spin up / spin down)**: 0.02522 / 0.02529 Ha
**Charge**: 0
**ΔE to the lowest compared entry with this formula, charge and spin**: 146.8 kcal/mol
**Frontier orbital gap (spin up / spin down)**: 7.0 / 7.1 eV
**Highest occupied orbital energy (spin up / spin down)**: -6.29 / -6.37 eV
**Spin multiplicity**: 1

Structure (XYZ):
```
22
Properties=species:S:1:pos:R:3:forces:R:3
O -3.268675 0.393635 0.707375 0.284 -0.227 -0.046
O -0.750600 1.634442 0.176166 -0.011 0.405 0.091
C -0.040556 -0.604556 0.147993 -0.180 0.688 -0.403
C 0.151220 -1.929990 -0.506278 -0.020 0.082 0.034
C 1.946137 0.622385 -0.737426 1.129 0.450 -0.281
C -2.505883 -0.761944 0.490827 -1.302 -0.166 0.381
C 2.457667 1.267696 0.516554 -0.086 -0.006 0.141
C -0.551618 0.476170 -0.475470 0.306 -1.024 0.195
H -0.088878 -1.892206 -1.569368 -0.004 0.016 0.015
H 3.390546 1.834106 0.369534 -0.108 -0.092 -0.063
H 1.184402 -2.263741 -0.399509 -0.017 -0.038 -0.015
H 1.722766 1.302280 -1.557742 -0.132 -0.040 0.048
H -2.376204 -1.395107 1.372444 0.114 0.105 -0.025
H -0.846198 0.430999 -1.516678 -0.016 0.026 -0.030
H 1.727286 1.975994 0.923751 0.047 -0.058 -0.032
H 2.663849 0.527440 1.295980 -0.014 0.037 -0.051
H -2.864533 0.886078 1.430464 -0.035 -0.047 -0.035
H -1.268329 2.234600 -0.371407 0.048 -0.071 0.043
H 0.229257 -0.495442 1.190453 -0.003 -0.004 0.055
H 2.463678 -0.271080 -1.075369 -0.111 -0.061 0.052
H -0.492115 -2.677399 -0.034561 0.018 -0.025 -0.029
H -2.883222 -1.294359 -0.377733 0.091 0.051 -0.046
```
Positions in Å, forces in eV/Å.

Atom charges from the Mulliken analysis, given in e for atoms 1 to 6: -0.51, -0.45, 0.30, -1.41, -0.77, -0.64

Entry 4:
Here is a cluster of 3 separate species, C6H14O2 in total in a non-equilibrium geometry from the OMol25 dataset. Energies are from wB97M-V/def2-TZVPD.

**LUMO**: 0.00933 Ha
**Charge**: 0
**SMILES**: C=C/C(C)=C/C.O.O
**ΔE to the lowest compared entry with this formula, charge and spin**: 90.8 kcal/mol
**Frontier orbital gap**: 9.1 eV
**Highest occupied orbital energy**: -8.86 eV
**Spin multiplicity**: 1

Structure (XYZ):
```
22
Properties=species:S:1:pos:R:3:forces:R:3
O -1.099370 -0.067908 2.327296 -2.813 1.418 -1.424
O 0.420644 -2.466369 3.110742 -1.657 -1.612 -0.623
C -1.642367 2.065209 -0.888116 -0.083 2.144 1.896
C 0.720321 -1.696409 -0.431562 0.589 -1.017 2.363
C 0.026834 -0.324796 -0.654326 1.208 -1.080 -0.417
C 1.662810 0.756874 -2.261633 2.051 -1.689 2.079
C 0.375220 0.738536 -1.394917 1.155 -1.293 -1.544
C -0.394133 1.977631 -1.420745 -2.048 0.954 0.488
H 0.039849 2.915394 -1.872788 -0.188 -1.177 0.829
H -0.425965 -2.370266 2.615781 0.648 -0.375 0.720
H 0.742074 -1.604431 2.988766 0.995 1.984 0.116
H 2.180059 1.681741 -1.890552 -0.109 -0.671 -0.955
H 1.575862 0.707559 -3.371221 -0.342 0.335 0.934
H -0.997171 -0.046057 1.309048 -0.334 0.272 2.681
H -2.293972 1.323435 -0.432051 0.730 -0.960 -0.531
H 0.144423 -2.554168 -0.932979 0.941 1.249 0.791
H 0.714217 -1.863780 0.726545 -0.986 0.010 -1.834
H -2.080101 3.007522 -0.385233 0.909 -0.674 -2.033
H -0.920752 -0.319384 -0.123949 -0.013 0.199 -0.417
H -2.029531 0.390942 2.527908 3.173 -1.537 -0.824
H 2.433495 -0.166754 -1.949311 -2.219 2.398 -0.811
H 1.855212 -1.929810 -0.406471 -1.607 1.122 -1.486
```
Positions in Å, forces in eV/Å.

Atom charges from the Mulliken analysis, given in e for atoms 1 to 6: -0.73, -0.64, -0.83, -0.75, -0.71, -1.21

Entry 5:
Here is a cluster of 2 separate species, C6H14O2 in total in a non-equilibrium geometry from the OMol25 dataset. Energies are from wB97M-V/def2-TZVPD.

**LUMO (spin up / spin down)**: -0.18194 / -0.33449 Ha
**Charge**: +1
**⟨S²⟩**: 0.757
**ΔE to the lowest compared entry with this formula, charge and spin**: 25.0 kcal/mol
**Frontier orbital gap (spin up / spin down)**: 10.5 / 6.3 eV
**Highest occupied orbital energy (spin up / spin down)**: -15.40 / -15.41 eV
**Spin multiplicity**: 2

Structure (XYZ):
```
22
Properties=species:S:1:pos:R:3:forces:R:3
O -1.214865 -1.295609 -1.965535 -0.325 -0.142 0.091
O 2.837308 -2.197188 -0.629495 0.574 -0.469 0.122
C -1.097873 1.376122 0.632131 -0.483 0.999 -0.162
C -0.619860 -0.058241 0.685892 -0.020 -0.147 -0.783
C -0.230523 -0.686265 -1.730590 0.449 0.398 -0.282
C -1.377977 2.015283 -0.748370 -0.145 -0.515 1.398
C 0.428339 -0.317776 -0.456275 0.500 0.433 1.313
C -0.076044 -0.480421 2.040821 0.602 -0.264 0.284
H 1.105691 0.536205 -0.541185 -0.227 0.157 -0.504
H 3.068446 -2.851704 0.050042 -0.283 0.216 -0.106
H -0.456600 2.068716 1.190294 0.324 -0.349 -0.113
H -0.471268 2.053391 -1.300273 0.800 0.079 -0.879
H 0.955570 -0.832984 1.933455 -0.092 -0.060 0.198
H -2.036342 1.430456 1.170767 -0.258 -0.175 0.338
H -0.653219 -1.287273 2.489499 -0.018 -0.116 -0.188
H 1.198282 -1.116312 -0.358174 -0.501 -0.352 0.114
H -0.048023 0.314740 2.783411 -0.082 0.254 -0.224
H -1.473074 -0.664641 0.402491 -0.273 -0.384 0.095
H -2.164590 1.506450 -1.305139 -0.055 0.132 -0.029
H -1.640573 3.043034 -0.526798 -0.342 0.137 -0.371
H 0.343592 -0.333506 -2.620651 0.125 -0.033 -0.297
H 3.623609 -2.222475 -1.196319 -0.272 0.201 -0.014
```
Positions in Å, forces in eV/Å.

Atom charges from the Mulliken analysis, given in e for atoms 1 to 6: -0.11, -0.61, -0.84, 0.80, 0.18, -1.33

> The highest ΔE to the lowest compared entry with this formula, charge and spin belongs to which entry?

number 3

> Number 1 is which compound?

C6H14O2

> What is the spin multiplicity in the second record?

1

Please write out number 5 again, unchanged.
Here is a cluster of 2 separate species, C6H14O2 in total in a non-equilibrium geometry from the OMol25 dataset. Energies are from wB97M-V/def2-TZVPD.

**LUMO (spin up / spin down)**: -0.18194 / -0.33449 Ha
**Charge**: +1
**⟨S²⟩**: 0.757
**ΔE to the lowest compared entry with this formula, charge and spin**: 25.0 kcal/mol
**Frontier orbital gap (spin up / spin down)**: 10.5 / 6.3 eV
**Highest occupied orbital energy (spin up / spin down)**: -15.40 / -15.41 eV
**Spin multiplicity**: 2

Structure (XYZ):
```
22
Properties=species:S:1:pos:R:3:forces:R:3
O -1.214865 -1.295609 -1.965535 -0.325 -0.142 0.091
O 2.837308 -2.197188 -0.629495 0.574 -0.469 0.122
C -1.097873 1.376122 0.632131 -0.483 0.999 -0.162
C -0.619860 -0.058241 0.685892 -0.020 -0.147 -0.783
C -0.230523 -0.686265 -1.730590 0.449 0.398 -0.282
C -1.377977 2.015283 -0.748370 -0.145 -0.515 1.398
C 0.428339 -0.317776 -0.456275 0.500 0.433 1.313
C -0.076044 -0.480421 2.040821 0.602 -0.264 0.284
H 1.105691 0.536205 -0.541185 -0.227 0.157 -0.504
H 3.068446 -2.851704 0.050042 -0.283 0.216 -0.106
H -0.456600 2.068716 1.190294 0.324 -0.349 -0.113
H -0.471268 2.053391 -1.300273 0.800 0.079 -0.879
H 0.955570 -0.832984 1.933455 -0.092 -0.060 0.198
H -2.036342 1.430456 1.170767 -0.258 -0.175 0.338
H -0.653219 -1.287273 2.489499 -0.018 -0.116 -0.188
H 1.198282 -1.116312 -0.358174 -0.501 -0.352 0.114
H -0.048023 0.314740 2.783411 -0.082 0.254 -0.224
H -1.473074 -0.664641 0.402491 -0.273 -0.384 0.095
H -2.164590 1.506450 -1.305139 -0.055 0.132 -0.029
H -1.640573 3.043034 -0.526798 -0.342 0.137 -0.371
H 0.343592 -0.333506 -2.620651 0.125 -0.033 -0.297
H 3.623609 -2.222475 -1.196319 -0.272 0.201 -0.014
```
Positions in Å, forces in eV/Å.

Atom charges from the Mulliken analysis, given in e for atoms 1 to 6: -0.11, -0.61, -0.84, 0.80, 0.18, -1.33